A 10-piece molecular cluster, C39H105N13O14 overall in a non-equilibrium geometry. Source: the Open Molecules 2025 dataset; level of theory: ωB97M-V/def2-TZVPD.

XYZ file:
```
171
Properties=species:S:1:pos:R:3
C 10.72 5.88 -5.23
O 10.71 7.31 -5.37
C 9.43 7.83 -5.81
C 9.67 9.28 -6.30
C 10.35 10.24 -5.28
N 8.34 9.85 -6.74
H 9.91 5.48 -4.62
H 11.56 5.66 -4.57
H 10.78 5.37 -6.19
H 9.07 7.24 -6.65
H 8.76 7.85 -4.94
H 10.36 9.24 -7.14
H 11.20 9.83 -4.74
H 9.57 10.81 -4.78
H 10.83 11.03 -5.86
H 8.55 10.79 -7.06
H 7.93 9.43 -7.55
C -1.03 8.91 -2.58
O -1.00 10.32 -2.36
C -2.08 11.09 -2.97
C -1.91 12.62 -2.95
C -0.57 13.28 -3.45
N -1.84 12.97 -1.52
H -0.43 8.39 -1.84
H -0.67 8.73 -3.60
H -2.08 8.63 -2.53
H -2.12 10.76 -4.01
H -2.99 10.89 -2.40
H -2.69 13.11 -3.52
H -0.40 13.04 -4.49
H 0.31 12.93 -2.92
H -0.61 14.36 -3.32
H -2.64 12.66 -0.99
H -1.20 12.23 -1.26
C 4.55 14.96 -7.77
O 5.67 14.10 -7.87
C 6.84 14.83 -7.52
C 8.10 14.04 -8.04
C 8.20 14.07 -9.56
N 7.91 12.63 -7.75
H 4.22 15.01 -6.74
H 3.78 14.36 -8.25
H 4.58 15.96 -8.19
H 6.93 15.84 -7.92
H 6.89 14.85 -6.43
H 9.02 14.43 -7.62
H 9.20 13.77 -9.89
H 8.19 15.11 -9.87
H 7.51 13.33 -9.96
H 6.93 12.42 -7.84
H 8.08 12.48 -6.77
C 1.96 10.41 0.50
O 3.36 10.29 0.51
C 3.82 9.15 -0.20
C 5.37 9.25 -0.31
N 5.98 8.20 -1.18
C 7.39 8.18 -1.35
C 7.71 6.89 -2.17
O 7.67 5.80 -1.21
C 6.89 4.65 -1.71
H 1.71 11.38 0.06
H 1.60 10.63 1.50
H 1.49 9.54 0.04
H 3.35 8.74 -1.09
H 3.68 8.33 0.50
H 5.74 9.29 0.71
H 5.71 10.16 -0.82
H 5.84 7.38 -0.60
H 7.79 8.17 -0.34
H 7.83 9.03 -1.87
H 8.72 7.05 -2.55
H 7.07 6.89 -3.05
H 5.83 4.69 -1.46
H 7.19 3.69 -1.28
H 6.95 4.47 -2.78
C 1.21 12.29 -11.44
O 2.57 11.97 -11.90
C 3.50 12.22 -10.77
C 4.54 11.10 -10.80
N 4.14 9.86 -10.18
C 3.26 9.07 -11.03
C 3.01 7.71 -10.40
O 4.22 7.00 -10.29
C 3.95 5.68 -9.69
H 0.49 12.30 -12.25
H 1.28 13.34 -11.16
H 0.93 11.70 -10.57
H 3.05 12.40 -9.79
H 4.06 13.06 -11.19
H 5.35 11.39 -10.14
H 4.94 10.90 -11.79
H 4.89 9.20 -10.06
H 3.59 8.94 -12.06
H 2.27 9.51 -11.15
H 2.23 7.24 -11.00
H 2.61 7.77 -9.39
H 4.61 4.98 -10.20
H 2.93 5.39 -9.91
H 3.99 5.65 -8.60
C 0.10 7.39 -6.87
O 0.66 8.15 -5.84
C 1.44 9.27 -6.44
C 1.90 10.22 -5.35
N 3.08 9.86 -4.54
C 4.30 9.70 -5.34
C 5.45 10.21 -4.51
O 5.41 11.54 -4.00
C 6.69 12.00 -3.45
H -0.43 6.66 -6.26
H 0.90 6.89 -7.41
H -0.53 7.86 -7.62
H 0.66 9.85 -6.93
H 2.22 8.90 -7.11
H 1.04 10.29 -4.68
H 2.10 11.19 -5.79
H 3.36 10.71 -4.06
H 4.43 10.29 -6.24
H 4.41 8.67 -5.69
H 6.32 10.09 -5.14
H 5.52 9.48 -3.70
H 7.52 12.08 -4.15
H 6.88 11.43 -2.54
H 6.69 13.06 -3.17
C 8.51 14.01 -0.63
O 9.32 13.61 0.46
C 10.69 14.06 0.34
C 11.48 13.18 1.33
N 11.42 13.87 2.67
C 12.27 13.15 3.66
C 11.81 13.73 5.15
O 12.75 13.27 6.11
C 12.70 11.82 6.37
H 8.96 13.89 -1.61
H 8.16 15.02 -0.40
H 7.51 13.57 -0.63
H 10.74 15.12 0.59
H 11.04 13.83 -0.67
H 12.54 13.14 1.08
H 11.11 12.16 1.28
H 10.43 13.79 2.82
H 13.34 13.31 3.54
H 12.14 12.07 3.61
H 10.75 13.58 5.36
H 11.91 14.82 5.17
H 13.20 11.33 5.54
H 11.71 11.36 6.35
H 13.30 11.45 7.21
N -2.43 4.42 -8.34
C -1.17 4.38 -8.15
N -0.88 4.06 -6.87
O -0.34 4.56 -9.01
H -3.17 4.02 -7.77
H -2.78 4.60 -9.27
H 0.12 3.94 -6.75
H -1.58 4.03 -6.14
N 2.41 5.80 -4.98
C 3.57 5.93 -4.40
N 3.69 7.15 -3.82
O 4.44 5.01 -4.40
H 2.38 4.85 -5.31
H 1.83 6.61 -5.14
H 3.14 7.96 -4.04
H 4.44 7.27 -3.16
N 6.73 3.81 -6.00
C 6.89 4.77 -6.85
N 5.98 5.64 -6.61
O 7.78 4.76 -7.74
H 7.31 2.99 -6.08
H 5.99 3.96 -5.32
H 5.22 5.44 -5.99
H 5.92 6.52 -7.09
```

Total charge: 0
SMILES: COC[C@H](C)N.COC[C@H](C)N.COC[C@H](C)N.COCCNCCOC.COCCNCCOC.COCCNCCOC.COCCNCCOC.NC(N)=O.NC(N)=O.NC(N)=O
E_LUMO, Ha: 0.0057

One molecule with the formula C5H6 in a non-equilibrium geometry. Source: the Open Molecules 2025 dataset; level of theory: ωB97M-V/def2-TZVPD.

XYZ file:
```
11
Properties=species:S:1:pos:R:3
C 1.07 0.48 -2.09
C 1.02 0.16 -0.91
C 0.65 -0.27 0.41
C -0.65 0.18 0.92
C -1.79 -0.45 1.25
H 1.21 0.76 -3.05
H 0.75 -1.34 0.49
H 1.50 0.11 1.12
H -0.54 1.33 0.96
H -2.78 0.07 1.58
H -1.98 -1.57 1.41
```

Total charge: 0
SMILES: C#CCC=C
E_LUMO, Ha: 0.0395

One molecule with the formula C3H4N4O in a non-equilibrium geometry. Source: the Open Molecules 2025 dataset; level of theory: ωB97M-V/def2-TZVPD.

XYZ file:
```
12
Properties=species:S:1:pos:R:3
H 2.99 -0.51 -0.30
N 2.24 -1.07 -0.22
C 1.35 -0.04 0.05
N 1.38 1.31 0.03
N 0.20 1.90 0.11
C -1.08 1.31 0.03
C -1.11 -0.04 -0.02
O -2.10 -0.80 -0.08
N 0.10 -0.62 0.51
H -2.07 1.87 -0.52
H -2.03 -1.65 -0.46
H 0.12 -1.66 0.86
```

Total charge: 0
SMILES: [H]/N=c1\nncc(O)[nH]1
E_LUMO, Ha: -0.0276

C9H11CaNO2 as an isolated structure in a non-equilibrium geometry. Source: the Open Molecules 2025 dataset; level of theory: ωB97M-V/def2-TZVPD.

XYZ file:
```
24
Properties=species:S:1:pos:R:3
C 0.94 -1.35 -1.85
C -0.46 -1.29 -2.11
C -1.14 -2.03 -1.09
C -0.15 -2.54 -0.19
C 1.13 -2.13 -0.66
Ca -0.12 0.20 0.22
C -1.76 1.85 -1.06
C -0.54 2.02 -1.56
C 0.47 2.55 -2.24
N 1.80 1.28 0.37
H -2.22 -2.21 -1.05
H -0.92 -0.81 -2.98
H -0.35 -3.21 0.65
H 2.10 -2.43 -0.24
H 1.73 -0.95 -2.50
H -2.48 1.15 -1.51
H 2.68 1.73 0.66
H -2.13 2.42 -0.19
H 0.31 3.34 -2.99
H 1.51 2.25 -2.09
O -3.76 0.22 2.80
C -2.68 0.45 2.24
O -1.94 -0.37 1.57
H -2.25 1.49 2.27
```

Total charge: -2
E_LUMO (spin up / spin down), Ha: 0.2147 / 0.2163

C32H33AsN2O4RuSSe3 as an isolated structure in a non-equilibrium geometry. Source: the Open Molecules 2025 dataset; level of theory: ωB97M-V/def2-TZVPD.

XYZ file:
```
77
Properties=species:S:1:pos:R:3
Ru -0.52 -0.03 0.15
S 1.61 -0.19 -0.70
C 2.51 1.26 -0.26
C 3.86 1.31 -0.58
C 4.60 2.44 -0.29
C 4.00 3.54 0.30
C 2.65 3.49 0.62
C 1.90 2.35 0.37
As -0.02 2.28 0.70
C -0.44 3.95 -0.19
C -0.59 5.11 0.56
C -0.86 6.31 -0.09
C -0.99 6.34 -1.47
C -0.85 5.17 -2.21
C -0.56 3.98 -1.57
C -0.20 2.77 2.57
C 0.86 2.94 3.44
C 0.63 3.31 4.76
C -0.67 3.46 5.22
C -1.74 3.26 4.36
C -1.51 2.93 3.03
H 4.32 0.45 -1.06
H 5.66 2.46 -0.53
H 4.57 4.44 0.51
H 2.16 4.35 1.08
H -0.51 5.08 1.64
H -0.99 7.21 0.50
H -1.22 7.27 -1.96
H -0.97 5.20 -3.28
H -0.49 3.06 -2.14
H 1.88 2.81 3.08
H 1.46 3.48 5.43
H -0.86 3.75 6.24
H -2.75 3.37 4.72
H -2.33 2.81 2.33
C 2.93 -0.18 5.26
N 1.50 -0.35 5.37
C 0.77 -0.30 6.53
C -0.52 -0.50 6.20
N -0.57 -0.68 4.83
C -1.77 -0.99 4.09
C 0.68 -0.59 4.32
Se 1.26 -0.85 2.58
H 3.30 0.32 6.15
H 3.15 0.43 4.38
H 3.43 -1.14 5.14
H 1.22 -0.11 7.49
H -1.41 -0.54 6.80
H -2.62 -0.50 4.56
H -1.94 -2.07 4.07
H -1.68 -0.62 3.08
O -4.45 0.73 -0.78
Se -3.01 1.22 -0.34
O -2.95 2.72 0.23
O -2.42 0.24 0.92
O -1.84 0.99 -1.49
C 0.85 -7.99 -0.20
C 0.45 -6.54 -0.23
C 0.62 -5.77 -1.37
C 0.20 -4.44 -1.42
C 0.41 -3.62 -2.66
C -0.41 -3.90 -0.29
Se -1.25 -2.18 -0.41
C -0.53 -4.63 0.89
C -1.10 -4.01 2.14
C -0.10 -5.95 0.90
H 1.20 -8.32 -1.18
H 0.00 -8.61 0.09
H 1.65 -8.16 0.53
H 1.09 -6.20 -2.24
H 0.98 -4.17 -3.40
H 0.95 -2.70 -2.41
H -0.55 -3.34 -3.10
H -2.09 -3.59 1.95
H -0.44 -3.20 2.47
H -1.17 -4.74 2.94
H -0.20 -6.53 1.81
```

Expectation value of S²: 6.03
Total charge: 0
2S+1: 5
E_LUMO (spin up / spin down), Ha: -0.0147 / -0.0789

One molecule with the formula C3H8N2O in a non-equilibrium geometry. Source: the Open Molecules 2025 dataset; level of theory: ωB97M-V/def2-TZVPD.

XYZ file:
```
14
Properties=species:S:1:pos:R:3
N 0.96 1.51 -1.03
N 0.12 0.99 0.02
C 0.75 -0.06 0.79
C -0.42 -1.05 0.72
C -0.92 -0.16 -0.48
O -2.25 0.15 -0.41
H 0.40 2.27 -1.56
H 1.12 0.77 -1.68
H 1.11 0.15 1.72
H 1.68 -0.52 0.38
H -0.23 -2.01 0.63
H -1.17 -0.77 1.39
H -0.52 -0.35 -1.52
H -2.18 0.89 0.10
```

Total charge: 0
SMILES: NN1CC[C@H]1O
E_LUMO, Ha: 0.0413